[1]
# C46H37N2NiO4P2

A molecular structure, C46H37N2NiO4P2 (the ωB97M-V functional and the def2-TZVPD basis, the Open Molecules 2025 dataset).

Positions of all 92 atoms, in Å:
Ni  -1.23  0.37  1.00
O  -1.82  4.28  -0.45
C  -1.76  3.19  0.10
O  -1.15  2.14  -0.30
C  -2.45  3.01  1.44
C  -3.16  4.00  2.10
C  -3.71  3.69  3.34
C  -3.54  2.42  3.88
C  -2.82  1.49  3.15
N  -2.32  1.79  1.96
C  -2.50  0.08  3.62
O  -2.94  -0.28  4.72
O  -1.77  -0.58  2.81
H  -3.24  4.97  1.64
H  -4.27  4.44  3.88
H  -3.94  2.13  4.84
C  2.54  -1.07  -0.06
N  1.99  0.29  -0.17
P  1.00  0.77  1.19
C  1.98  0.17  2.61
C  3.31  0.54  2.81
C  4.00  0.10  3.93
C  3.35  -0.71  4.86
C  2.03  -1.07  4.68
C  1.34  -0.64  3.55
C  1.31  2.56  1.39
C  1.89  3.39  0.44
C  1.99  4.76  0.68
C  1.51  5.30  1.86
C  0.92  4.48  2.81
C  0.83  3.11  2.58
P  1.25  0.72  -1.70
C  2.74  0.53  -2.77
C  3.97  0.97  -2.28
C  5.10  0.97  -3.08
C  5.02  0.55  -4.40
C  3.80  0.14  -4.91
C  2.67  0.14  -4.11
C  0.22  -0.73  -2.22
C  0.81  -1.90  -2.60
C  0.09  -3.00  -3.11
C  -1.29  -2.86  -3.37
C  -1.94  -1.72  -3.02
C  -1.31  -0.58  -2.27
H  3.14  -1.17  0.84
H  3.19  -1.25  -0.91
H  1.76  -1.84  -0.04
H  3.80  1.18  2.08
H  5.03  0.38  4.08
H  3.89  -1.04  5.74
H  1.53  -1.68  5.42
H  0.30  -0.90  3.40
H  2.24  2.98  -0.50
H  2.44  5.40  -0.07
H  1.57  6.37  2.03
H  0.53  4.89  3.73
H  0.36  2.47  3.31
H  4.03  1.31  -1.25
H  6.05  1.30  -2.67
H  5.91  0.54  -5.03
H  3.72  -0.18  -5.95
H  1.72  -0.17  -4.53
H  1.89  -2.00  -2.55
H  0.60  -3.91  -3.36
H  -1.83  -3.67  -3.85
H  -3.00  -1.61  -3.23
H  -1.40  1.56  -2.25
C  -1.86  -6.45  -0.78
C  -2.70  -5.37  -1.02
C  -2.36  -4.10  -0.58
C  -1.15  -3.88  0.10
C  -0.33  -4.98  0.36
C  -0.68  -6.25  -0.08
C  -0.73  -2.55  0.56
C  -1.18  -1.40  0.09
C  -1.94  -0.75  -0.85
C  -1.68  0.77  -2.95
C  -3.10  0.96  -3.36
C  -4.19  0.76  -2.60
C  -4.26  0.21  -1.26
C  -3.30  -0.40  -0.52
H  -2.13  -7.44  -1.13
H  -3.64  -5.51  -1.55
H  -3.02  -3.26  -0.75
H  0.59  -4.83  0.91
H  -0.02  -7.09  0.12
H  0.00  -2.54  1.37
H  -1.04  0.88  -3.83
H  -3.26  1.34  -4.37
H  -5.15  1.03  -3.04
H  -5.24  0.28  -0.79
H  -3.60  -0.76  0.46

Output
**Charge**: -1
**Highest occupied orbital energy (spin up / spin down)**: -4.6 / -3.9 eV
**Gap between HOMO and LUMO (spin up / spin down)**: 7.04 / 5.41 eV
**Multiplicity**: 3



[2]
# C5H15N3O

2 unconnected molecules or ions with the total composition C5H15N3O in a non-equilibrium geometry (the ωB97M-V functional and the def2-TZVPD basis, the Open Molecules 2025 dataset).

Positions of all 24 atoms, in Å:
C  1.12  1.71  0.47
C  2.08  0.62  0.09
O  3.26  0.54  0.30
N  1.18  -0.91  0.29
C  1.02  -0.78  -1.08
C  2.07  -1.96  0.75
H  1.19  1.85  1.55
H  1.44  2.64  -0.02
H  0.10  1.49  0.17
H  -0.01  -0.62  -1.40
H  1.62  -1.40  -1.75
H  1.59  0.38  -1.30
H  2.20  -2.75  0.00
H  1.66  -2.40  1.67
H  3.07  -1.59  0.99
C  -3.18  0.97  -0.79
N  -2.13  0.68  0.18
N  -1.96  -0.73  0.34
H  -3.27  2.05  -0.90
H  -2.89  0.55  -1.75
H  -4.16  0.55  -0.52
H  -2.35  1.14  1.06
H  -2.66  -1.13  0.97
H  -1.01  -0.90  0.67

Output
**Highest occupied orbital energy**: -8.5 eV
**Gap between HOMO and LUMO**: 9.21 eV
**SMILES string**: CC(=O)N(C)C.CNN
**Multiplicity**: 1



[3]
# C15H23AsN5O6ReS5

A molecular structure, C15H23AsN5O6ReS5 (the ωB97M-V functional and the def2-TZVPD basis, the Open Molecules 2025 dataset).

Positions of all 56 atoms, in Å:
Re  -0.96  0.74  1.27
C  5.80  -2.21  -0.17
C  4.41  -2.21  0.39
C  3.37  -2.85  -0.28
C  2.08  -2.86  0.24
C  1.82  -2.22  1.45
C  2.85  -1.59  2.13
C  4.12  -1.57  1.59
S  0.13  -2.24  2.05
O  -0.66  -2.63  0.91
O  0.14  -3.04  3.24
N  -0.25  -0.71  2.44
C  0.36  -0.14  3.65
C  1.27  1.01  3.20
O  2.25  1.33  3.84
O  0.88  1.53  2.08
H  5.79  -2.28  -1.26
H  6.37  -3.06  0.21
H  6.34  -1.30  0.11
H  3.56  -3.35  -1.22
H  1.27  -3.35  -0.28
H  2.68  -1.08  3.07
H  4.91  -1.05  2.12
H  0.90  -0.89  4.23
H  -0.43  0.27  4.27
S  -5.69  1.96  1.23
As  -4.21  0.67  2.08
S  -2.34  1.83  2.69
S  -2.86  -0.26  0.49
S  -4.88  -0.69  3.50
N  0.43  -0.04  -0.33
C  0.63  0.92  -1.44
C  0.15  0.37  -2.79
C  -1.33  -0.03  -2.90
C  -2.26  1.05  -3.48
N  -2.51  2.18  -2.60
C  -3.50  2.28  -1.71
N  -4.61  1.53  -1.78
N  -3.43  3.22  -0.77
C  -0.03  2.25  -1.11
O  0.05  3.17  -1.91
O  -0.70  2.30  -0.01
H  1.31  -0.18  0.16
H  0.10  -0.95  -0.65
H  1.70  1.13  -1.54
H  0.77  -0.51  -3.00
H  0.40  1.11  -3.55
H  -1.73  -0.36  -1.94
H  -1.40  -0.88  -3.58
H  -3.21  0.60  -3.76
H  -1.83  1.44  -4.40
H  -1.74  2.83  -2.48
H  -4.55  0.67  -2.29
H  -5.15  1.50  -0.91
H  -2.50  3.54  -0.52
H  -4.10  3.12  0.00

Output
**Charge**: -1
**Highest occupied orbital energy (spin up / spin down)**: -4.7 / -4.7 eV
**Gap between HOMO and LUMO (spin up / spin down)**: 6.73 / 6.76 eV
**Multiplicity**: 2



[4]
# C41H33AsN3PtSe2

A molecular structure, C41H33AsN3PtSe2 in a non-equilibrium geometry (the ωB97M-V functional and the def2-TZVPD basis, the Open Molecules 2025 dataset).

Positions of all 81 atoms, in Å:
Pt  0.82  -0.27  -0.74
Se  2.00  -1.61  -3.17
Se  1.06  -3.58  -2.30
C  -0.80  -3.06  -2.31
C  -1.72  -4.03  -2.69
C  -3.06  -3.68  -2.66
C  -3.42  -2.39  -2.29
C  -2.41  -1.49  -1.96
N  -1.12  -1.84  -1.95
C  3.27  -1.27  -1.75
C  4.62  -1.18  -2.03
C  5.49  -0.97  -0.97
C  4.98  -0.87  0.32
C  3.61  -0.94  0.50
N  2.77  -1.13  -0.52
H  -1.41  -5.02  -3.00
H  -3.82  -4.40  -2.93
H  -4.45  -2.07  -2.27
H  -2.61  -0.46  -1.68
H  4.98  -1.30  -3.04
H  6.55  -0.89  -1.14
H  5.63  -0.73  1.17
H  3.16  -0.85  1.48
N  -0.53  0.97  -1.52
C  -0.19  2.18  -1.64
C  -1.12  3.11  -2.37
C  -2.14  2.59  -3.17
C  -3.03  3.45  -3.79
C  -2.93  4.82  -3.60
C  -1.93  5.34  -2.80
C  -1.02  4.48  -2.19
C  1.12  2.76  -1.19
C  2.07  3.09  -2.15
C  3.31  3.57  -1.77
C  3.60  3.76  -0.43
C  2.64  3.47  0.53
C  1.41  2.96  0.15
H  -2.21  1.52  -3.30
H  -3.81  3.04  -4.42
H  -3.63  5.49  -4.09
H  -1.85  6.41  -2.65
H  -0.23  4.89  -1.57
H  1.83  2.96  -3.20
H  4.05  3.82  -2.52
H  4.57  4.15  -0.13
H  2.85  3.65  1.58
H  0.64  2.79  0.89
C  1.83  0.50  5.29
C  0.86  -0.50  5.30
C  0.26  -0.91  4.12
C  0.64  -0.31  2.92
C  1.61  0.68  2.90
C  2.21  1.08  4.09
As  -0.23  -0.81  1.27
C  -0.35  -2.72  1.35
C  0.78  -3.44  1.74
C  0.79  -4.82  1.66
C  -0.33  -5.49  1.17
C  -1.45  -4.78  0.78
C  -1.46  -3.40  0.85
C  -2.01  -0.13  1.50
C  -2.98  -0.84  2.22
C  -4.24  -0.30  2.41
C  -4.54  0.96  1.90
C  -3.58  1.67  1.21
C  -2.32  1.14  1.01
H  2.29  0.81  6.21
H  0.56  -0.96  6.23
H  -0.49  -1.68  4.14
H  1.91  1.12  1.97
H  2.97  1.85  4.08
H  1.65  -2.92  2.12
H  1.66  -5.38  1.97
H  -0.32  -6.57  1.09
H  -2.32  -5.30  0.40
H  -2.34  -2.85  0.52
H  -2.75  -1.82  2.62
H  -4.98  -0.86  2.96
H  -5.53  1.37  2.05
H  -3.81  2.65  0.81
H  -1.58  1.70  0.46

Output
**Charge**: +1
**Highest occupied orbital energy**: -10.2 eV
**Gap between HOMO and LUMO**: 7.11 eV
**Multiplicity**: 1



[5]
# C10H13ClN3O

A gas-phase ion, C10H13ClN3O (charge -1) in a non-equilibrium geometry (the ωB97M-V functional and the def2-TZVPD basis, the Open Molecules 2025 dataset).

Positions of all 28 atoms, in Å:
C  -0.68  -2.77  -1.69
C  -2.36  -1.07  -1.58
C  -0.92  -1.35  0.43
C  -3.23  -0.30  -0.82
C  -1.34  -1.77  -0.98
C  -2.31  -1.14  1.07
C  2.50  -0.12  -0.48
C  -0.97  1.90  0.35
C  1.48  -0.84  0.33
C  -0.14  0.85  1.24
N  -0.04  -3.52  -2.33
N  -3.23  -0.33  0.52
N  0.12  -0.34  0.36
O  -4.20  0.14  1.15
Cl  -2.42  -1.58  2.76
H  -2.47  -0.91  -2.61
H  -0.50  -2.24  0.85
H  -3.97  0.42  -1.24
H  2.12  0.21  -1.37
H  2.99  0.85  0.01
H  3.28  -0.87  -0.76
H  -0.91  1.39  -0.73
H  -2.02  1.94  0.46
H  -0.42  2.90  0.27
H  1.41  -1.96  -0.03
H  1.91  -0.70  1.42
H  0.75  1.38  1.61
H  -0.94  0.62  2.02

Output
**Charge**: -1
**Highest occupied orbital energy**: -3.5 eV
**Gap between HOMO and LUMO**: 6.92 eV
**Multiplicity**: 1



[6]
# C4H3N

A single C4H3N molecule in a non-equilibrium geometry (the ωB97M-V functional and the def2-TZVPD basis, the Open Molecules 2025 dataset).

Positions of all 8 atoms, in Å:
C  -1.86  -0.74  -0.01
C  -0.83  -0.11  -0.04
C  0.41  0.67  -0.01
C  1.60  -0.19  0.02
N  2.50  -0.91  -0.02
H  -2.74  -1.34  0.07
H  0.45  1.31  0.88
H  0.48  1.31  -0.88

Output
**Highest occupied orbital energy**: -10.8 eV
**Gap between HOMO and LUMO**: 11.53 eV
**SMILES string**: C#CCC#N
**Multiplicity**: 1



[7]
# C3H5Br2NO2

A single C3H5Br2NO2 molecule in a non-equilibrium geometry (the ωB97M-V functional and the def2-TZVPD basis, the Open Molecules 2025 dataset).

Positions of all 13 atoms, in Å:
C  0.01  -0.21  -1.46
C  -0.90  -0.14  -0.18
Br  -2.03  -1.75  -0.36
C  0.05  -0.23  1.00
Br  -0.92  0.07  2.61
N  1.07  0.87  0.94
O  2.27  0.54  0.94
O  0.61  1.96  0.68
H  0.86  -1.02  -1.22
H  0.29  0.87  -1.78
H  -0.61  -0.59  -2.27
H  -1.47  0.78  0.03
H  0.77  -1.14  1.07

Output
**Highest occupied orbital energy**: -10.7 eV
**Gap between HOMO and LUMO**: 9.98 eV
**SMILES string**: C[C@@H](Br)[C@H](Br)[N+](=O)[O-]
**Multiplicity**: 1



[8]
# C4H9NO2

A single C4H9NO2 molecule (the ωB97M-V functional and the def2-TZVPD basis, the Open Molecules 2025 dataset).

Positions of all 16 atoms, in Å:
C  -2.01  -0.99  1.04
N  -0.74  -0.55  0.52
C  -0.04  0.21  1.27
O  1.12  0.77  0.95
C  1.75  0.46  -0.31
C  0.91  0.77  -1.56
O  0.23  -0.34  -2.07
H  -2.82  -0.56  0.43
H  -2.09  -2.08  0.96
H  -2.18  -0.71  2.09
H  -0.34  0.51  2.28
H  2.65  1.07  -0.29
H  2.03  -0.60  -0.32
H  0.24  1.61  -1.32
H  1.59  1.11  -2.35
H  -0.30  -0.67  -1.32

Output
**Highest occupied orbital energy**: -9.9 eV
**Gap between HOMO and LUMO**: 10.83 eV
**SMILES string**: C/N=C/OCCO
**Multiplicity**: 1



Relative energy (zero: lowest compared OMol25 entry of this formula, charge and spin) readings, ordered: 2.319, 4.897, 0.000, 1.018, 0.000, 0.326, 3.086, 1.829 eV